# 1
Entry from the Open Molecules 2025 dataset: C28H10BrCl5F13I2IrO2P as an isolated structure in a non-equilibrium geometry (ωB97M-V with the def2-TZVPD basis set).

ORCA input file:
```
! RIJCOSX wB97M-V def2-TZVPD def2/J DEFGRID3
* xyz 1 5
Cl 11.706 6.566 9.459
I 14.196 5.530 11.337
F 12.961 10.429 16.000
C 13.696 7.845 14.747
F 13.582 11.463 14.194
C 17.970 7.754 12.469
H 21.301 6.651 10.851
C 15.602 5.571 7.328
F 13.851 7.943 16.044
C 17.294 12.401 9.404
C 14.863 7.713 6.596
F 11.062 8.028 13.452
Cl 8.999 11.700 11.579
C 11.050 10.428 10.464
C 11.735 9.136 10.078
F 14.960 7.517 14.246
F 11.035 10.155 13.697
C 9.744 10.328 10.865
C 17.965 7.586 11.089
H 21.134 7.006 13.312
O 13.487 9.127 12.749
Br 15.723 11.430 11.466
C 19.039 7.510 13.316
C 16.899 11.229 10.031
F 12.965 6.748 14.486
C 17.334 9.994 9.584
C 18.695 11.125 7.938
Cl 11.945 11.847 10.647
C 20.230 7.056 12.726
Cl 8.647 6.556 9.842
H 19.235 6.986 9.437
C 10.887 7.954 9.899
F 18.852 13.470 7.891
H 15.351 9.346 7.830
C 18.212 9.958 8.500
O 12.942 9.097 9.974
C 15.477 8.282 7.722
C 11.599 9.052 14.160
F 14.953 10.108 15.181
C 9.559 7.953 10.100
F 18.565 8.753 8.018
C 16.306 6.190 8.413
C 14.928 6.315 6.435
F 16.850 13.564 9.798
C 18.256 12.351 8.414
C 16.143 7.548 8.684
F 19.584 11.024 6.983
H 15.646 4.417 7.232
F 11.189 8.893 15.429
H 14.478 8.433 5.845
Cl 7.264 9.266 10.667
H 14.358 5.841 5.649
C 13.661 10.303 14.875
H 18.999 7.857 14.317
C 19.184 7.163 10.527
C 13.151 9.097 14.076
Ir 14.628 8.295 11.312
H 17.139 8.209 12.939
I 16.623 4.223 11.505
C 20.334 6.965 11.317
C 8.965 9.199 10.512
P 16.612 8.385 10.214
H 16.947 5.496 9.048
*
```

Computed properties:
- energy relative to the best compared isomer or geometry (same formula, charge and spin) (eV) = 0.000

***

# 2
Entry from the Open Molecules 2025 dataset: a 18-piece molecular cluster, C28H10Cl72INO5P overall in a non-equilibrium geometry (ωB97M-V with the def2-TZVPD basis set).

ORCA input file:
```
! RIJCOSX wB97M-V def2-TZVPD def2/J DEFGRID3
* xyz -1 1
Cl -4.918 2.991 1.928
Cl -7.412 3.286 6.882
Cl 3.925 2.703 0.262
Cl 4.014 4.125 2.777
C 4.268 -1.061 -0.688
Cl -5.773 2.073 -0.671
C 3.126 -1.230 -1.458
Cl 6.748 -1.528 3.734
Cl -2.319 2.348 -6.757
O 1.479 -2.764 -4.103
Cl -10.282 1.141 7.331
Cl 8.101 0.775 2.649
Cl 5.273 -9.403 2.851
Cl -5.785 0.960 7.392
O 0.362 -2.320 -2.218
C -5.398 -8.282 -4.401
Cl -8.123 9.887 7.138
H 1.293 -0.933 -5.282
Cl -11.319 7.353 5.601
Cl -9.892 5.645 3.763
Cl 2.121 -7.441 1.228
Cl -5.561 8.611 6.814
C 2.963 -3.936 2.988
C 4.761 0.957 -1.859
Cl 3.252 -2.679 4.203
Cl 3.476 -0.071 5.353
Cl -3.618 0.736 0.702
Cl -1.610 2.766 -9.522
Cl 3.861 -7.635 4.623
C 0.678 1.687 -2.171
Cl -6.532 -7.165 -5.166
C 0.382 -7.706 1.315
Cl 10.397 1.667 -3.131
Cl 4.125 -3.883 -8.583
Cl 2.684 -3.197 1.417
C -10.054 6.125 5.453
Cl -5.704 11.453 7.281
Cl -0.434 -6.249 0.752
Cl 4.368 5.553 0.295
Cl -6.030 1.995 4.710
Cl 1.569 -4.909 3.447
C 4.166 1.280 6.257
Cl -10.489 4.712 6.417
Cl -0.288 4.270 -7.450
C 1.067 -2.009 -3.201
Cl 6.639 -8.221 5.099
O 1.111 0.827 -6.843
C 5.096 0.034 -0.878
C -10.649 0.714 5.656
Cl 1.312 -6.582 -5.832
H 5.979 0.201 -0.281
H 0.238 1.192 -6.663
O 1.133 1.788 -1.101
H 3.431 1.513 -3.395
C -2.208 6.953 -1.493
Cl 0.524 -4.191 -4.434
Cl 8.821 3.533 -4.666
Cl -8.525 6.786 6.027
H 2.500 -2.086 -1.260
Cl 4.612 -2.330 -6.196
Cl -11.494 -0.837 5.625
C -5.148 1.570 0.903
Cl -0.082 -8.028 2.996
H -0.267 -0.160 -2.163
Cl -6.321 0.469 1.655
C -5.943 2.425 6.416
C -2.214 -2.550 0.760
Cl 7.556 1.900 -2.656
Cl -3.964 -2.322 0.671
Cl 1.779 4.484 0.992
C 3.635 0.762 -2.648
Cl -0.655 6.614 -0.740
Cl -1.019 -5.112 -6.690
P 2.023 1.149 -5.506
H 5.380 1.825 -2.031
C 5.100 -8.878 4.529
C -1.811 3.549 -7.953
C -6.438 9.892 7.658
O 3.507 1.090 -6.182
Cl -1.756 -2.869 2.440
Cl -1.077 -6.582 -4.211
N 1.937 -0.366 -4.740
C -0.058 -5.605 -5.286
H -0.288 0.627 -3.707
Cl -5.425 -9.826 -5.262
Cl -0.065 -9.091 0.314
C 2.791 -0.330 -2.460
C 1.547 -0.492 -3.324
Cl 4.646 -10.262 5.533
Cl 5.681 1.757 5.486
I 0.222 3.596 -3.209
C 0.353 0.386 -2.866
Cl -3.358 7.488 -0.258
Cl -2.816 5.512 -2.312
Cl -4.541 3.467 6.687
Cl -6.358 9.608 9.399
Cl 8.780 -0.176 5.288
C 3.580 -2.513 -7.606
Cl -3.770 -7.601 -4.458
H 4.545 -1.776 0.067
Cl -2.009 8.250 -2.682
Cl 1.926 -2.755 -7.061
H 3.418 0.757 -7.084
Cl -9.154 0.602 4.730
Cl 9.515 -1.720 2.968
Cl 4.478 0.783 7.925
Cl 3.045 2.639 6.240
C 3.519 4.210 1.079
Cl -3.052 4.803 -8.074
Cl -11.676 1.963 4.946
Cl 3.663 -1.022 -8.565
Cl -1.350 -1.118 0.187
Cl -5.874 -8.541 -2.719
C 8.281 -0.661 3.660
C 9.023 2.781 -3.081
Cl 4.375 -4.993 2.900
Cl -1.781 -3.927 -0.245
Cl 9.330 4.033 -1.872
*
```

***

# 3
Entry from the Open Molecules 2025 dataset: C28H13Br2Cl64IN2O6P as an isolated structure in a non-equilibrium geometry (ωB97M-V with the def2-TZVPD basis set).

ORCA input file:
```
! RIJCOSX wB97M-V def2-TZVPD def2/J DEFGRID3
* xyz 1 1
C 0.193 -2.381 -1.055
Cl -5.288 1.672 9.703
H 0.618 -4.438 -0.002
H 2.688 4.408 -0.286
C 1.660 3.856 -0.482
Cl -15.614 -0.700 3.462
Cl 1.918 -4.012 -10.576
C -2.235 -2.683 8.974
C 6.622 -1.413 -6.838
Cl -6.518 4.578 2.096
Cl -3.526 1.062 7.469
Cl -5.005 6.998 2.664
C 4.112 2.836 -2.760
Cl -5.260 7.823 8.073
C 1.550 -1.768 -0.981
Cl -3.619 4.462 2.324
Cl 0.541 -4.857 -6.960
Cl 1.075 -10.854 -3.372
C 1.975 -4.625 -5.928
C 3.064 1.863 -1.954
C 6.775 6.875 -2.757
Cl 6.070 -8.657 -3.009
C 7.340 0.317 -1.846
C 5.622 2.799 -2.041
Cl -10.713 0.845 -0.829
Cl -3.669 -2.915 7.942
Cl -3.288 0.988 2.336
Cl -5.569 3.115 7.192
H 3.703 3.946 -2.625
Cl 0.572 0.235 6.287
Cl 3.090 -3.476 -6.710
Br 3.117 -3.021 -0.666
O 3.197 -1.220 -4.392
C 0.775 -0.005 4.533
Cl -7.790 -5.121 6.017
Cl 6.607 0.361 -7.005
C -5.180 1.541 7.929
Cl -4.473 -1.588 1.682
H -1.191 -4.129 -0.460
H 0.763 0.904 1.459
Cl 5.049 6.466 -2.584
H 0.008 -4.608 -1.872
O 5.680 2.227 -0.688
C 6.220 -8.341 -4.756
Cl 3.703 10.246 1.775
Cl -8.335 -3.891 3.438
H 4.148 2.591 -3.905
C -3.878 6.699 8.115
H 4.895 -1.432 -2.549
Cl -3.424 6.253 6.451
Cl -1.411 -4.246 9.206
H 4.916 0.448 -3.957
Cl 2.324 -6.400 -12.188
Cl -8.488 1.246 1.003
Cl 4.898 7.797 0.752
C -5.097 5.241 2.944
N 1.250 1.004 -0.377
Cl 7.697 6.134 -1.425
C 1.665 -9.349 -2.623
Cl 2.092 1.036 3.938
Cl 5.986 -1.864 -5.235
C -4.625 -0.132 2.698
Cl -15.997 -0.974 0.591
Cl 2.798 -6.187 -5.696
C 4.864 9.572 0.602
O 6.633 3.331 -2.730
Cl -6.336 0.313 7.353
Cl -0.740 0.418 3.696
C -10.035 1.915 0.424
O 0.268 0.915 0.565
C 0.726 4.088 0.854
Cl -6.778 -2.456 5.433
C -0.082 -4.014 -0.865
C 6.562 1.054 -0.606
Cl -5.640 -4.772 4.088
Cl 2.643 -6.524 -9.299
Cl -2.740 -2.037 10.556
Cl -1.120 -1.534 8.192
Cl 4.368 10.020 -1.049
Cl 4.800 -9.004 -5.604
C -14.978 -0.249 1.859
H 6.816 0.405 -2.889
Cl -9.762 3.536 -0.263
Cl -4.560 -0.599 4.416
Cl 3.021 -9.721 -1.529
C 1.720 -5.782 -10.630
Cl 1.470 -3.978 -4.346
Cl 5.603 -2.138 -8.107
Cl 7.379 6.257 -4.315
I 1.789 3.913 2.801
N 2.964 0.357 -2.071
Cl -0.005 -6.191 -10.458
Cl 6.313 -6.584 -5.036
Cl 7.698 -9.120 -5.375
Cl -2.496 7.487 8.917
P 4.047 -0.489 -3.234
O -0.595 4.337 0.832
C 1.908 2.279 -0.859
Cl 6.488 10.227 0.932
Cl 6.973 8.645 -2.703
C 1.905 -0.172 -1.127
H 1.159 4.452 -1.386
Cl -14.993 1.524 1.692
H 7.629 -0.804 -1.555
Cl 1.174 -1.711 4.209
Cl -4.332 5.233 9.020
Cl 8.292 -2.011 -7.004
Cl 2.217 -8.229 -3.894
Cl -6.180 0.669 2.359
Cl -13.308 -0.848 1.693
Cl 0.346 -8.590 -1.695
C -7.136 -4.060 4.744
O 6.723 0.493 0.623
Br -1.425 -1.243 -1.411
H 8.390 0.874 -1.957
Cl -5.248 4.925 4.691
Cl -11.178 2.032 1.786
*
```

***

no.,energy (eV)
1,-229595.230
2,-959926.023
3,-1003395.164